Record 1
The following is a DFT calculation (the ωB97M-V functional and the def2-TZVPD basis) of a molecular structure, C18H48F6NO12S2Sn.

The expectation value of S² is 0.7525. The value obtained for the maximum force is 0.1050 Eh/bohr. The LUMO energy (spin up / spin down) is -0.0584 / -0.0544 Eh. The frontier orbital gap (spin up / spin down) is 5.827 / 7.624 eV. Its total energy is -89303.18518 eV.

Geometry as ORCA input:
```
! RIJCOSX wB97M-V def2-TZVPD def2/J DEFGRID3
* xyz 0 2
Sn -3.28 -1.53 0.94
C 1.00 -3.94 1.03
F 1.36 -3.78 -0.24
F -0.14 -4.63 1.23
F 2.02 -4.56 1.56
S 0.82 -2.16 1.77
O 0.17 -2.27 3.06
O 2.16 -1.61 1.80
N -0.35 -1.47 0.53
S 0.49 -0.54 -0.33
O 0.54 0.82 0.17
O 1.80 -0.99 -0.73
C -0.65 -0.40 -1.89
F -0.22 0.63 -2.73
F -0.38 -1.45 -2.64
F -1.94 -0.36 -1.57
C -2.92 3.13 2.81
C -1.84 1.99 2.77
O -1.95 1.19 1.64
H -2.82 3.90 2.05
H -3.00 3.65 3.77
H -3.89 2.71 2.56
H -2.02 1.31 3.60
H -0.84 2.33 3.04
H -1.13 1.15 1.13
C 2.99 2.01 -2.07
C 3.97 2.62 -2.98
O 4.03 3.95 -2.63
H 2.82 0.94 -2.09
H 2.02 2.51 -2.14
H 3.46 2.17 -1.10
H 3.67 2.58 -4.03
H 4.98 2.26 -2.79
H 4.46 4.39 -3.37
C 1.80 0.68 4.33
C 2.66 0.35 5.57
O 1.74 0.05 6.58
H 0.99 1.38 4.53
H 1.44 -0.31 4.05
H 2.44 1.16 3.59
H 3.16 1.30 5.73
H 3.44 -0.40 5.42
H 1.39 0.88 6.92
C 6.30 0.18 0.31
C 5.01 -0.54 0.71
O 4.91 -1.76 0.07
H 6.26 1.10 0.90
H 6.37 0.33 -0.77
H 7.13 -0.46 0.62
H 4.19 0.11 0.39
H 4.83 -0.71 1.77
H 4.03 -2.04 0.31
C -2.20 3.25 -1.22
C -1.00 4.15 -1.59
O 0.13 3.77 -0.89
H -2.09 2.21 -1.51
H -3.10 3.63 -1.71
H -2.55 3.30 -0.19
H -1.32 5.18 -1.73
H -0.73 3.87 -2.61
H 0.83 4.43 -0.97
C -1.96 3.22 -6.20
C -1.16 2.02 -5.81
O -2.02 0.87 -5.98
H -2.02 3.42 -7.27
H -1.72 4.09 -5.58
H -2.98 3.07 -5.84
H -0.96 1.96 -4.74
H -0.22 1.89 -6.34
H -2.23 0.64 -5.07
C -4.53 -4.52 3.39
C -3.29 -4.20 4.24
O -2.45 -3.23 3.49
H -5.09 -5.31 3.88
H -4.33 -4.95 2.41
H -5.12 -3.63 3.16
H -2.66 -5.08 4.37
H -3.57 -3.61 5.12
H -1.59 -3.14 3.91
C -2.68 -3.47 -3.29
C -2.20 -4.09 -2.01
O -3.21 -3.95 -1.00
H -1.87 -3.55 -4.01
H -3.11 -2.49 -3.07
H -3.56 -3.93 -3.73
H -1.26 -3.72 -1.60
H -1.96 -5.13 -2.23
H -3.72 -4.76 -0.99
*
```

Atom charges from the Mulliken analysis, given in e for atoms 1 to 2: 0.73 0.61

---

Record 2
The following is a DFT calculation (the ωB97M-V functional and the def2-TZVPD basis) of 4 unconnected molecules or ions with the total composition C18H48FNO14P4S.

The value obtained for the maximum force is 0.0927 Eh/bohr. As for the SMILES: CCOP(=O)(OCC)OCC.CCOP(=O)(OCC)OCC.CCOP(=O)(OCC)OCC.NPS(=O)(=O)F. The LUMO energy is 0.0175 Eh. The frontier orbital gap is 10.337 eV. Its total energy is -100314.39022 eV.

Geometry as ORCA input:
```
! RIJCOSX wB97M-V def2-TZVPD def2/J DEFGRID3
* xyz 0 1
N -1.29 -1.04 -0.17
P -0.34 -2.38 0.23
S 0.94 -2.61 -1.53
O 0.58 -3.65 -2.45
O 1.06 -1.28 -2.04
F 2.34 -2.95 -0.89
H -1.61 -1.06 -1.13
H -0.70 -0.21 -0.12
H -1.23 -3.47 0.24
O 0.64 3.16 0.90
P 0.86 3.34 2.34
O 0.53 1.97 3.09
C 1.35 0.82 2.83
C 2.73 0.90 3.46
O -0.39 4.23 2.86
C -1.28 4.87 1.94
C -2.50 4.01 1.67
O 1.91 3.94 3.37
C 2.80 5.00 2.95
C 2.07 6.27 2.59
H 1.42 0.67 1.75
H 0.81 -0.03 3.25
H 3.33 1.69 2.99
H 3.26 -0.04 3.34
H 2.66 1.14 4.52
H -0.76 5.11 1.01
H -1.58 5.81 2.40
H -2.21 2.98 1.44
H -3.07 4.41 0.83
H -3.15 3.98 2.54
H 3.40 4.65 2.10
H 3.48 5.17 3.78
H 1.47 6.15 1.68
H 2.78 7.08 2.41
H 1.39 6.57 3.39
O 3.75 3.39 -0.59
P 4.70 3.15 -1.68
O 5.53 4.45 -2.07
C 6.41 5.06 -1.11
C 7.67 4.25 -0.87
O 3.84 3.04 -3.03
C 2.41 3.00 -2.99
C 1.82 4.39 -3.18
O 5.75 2.01 -2.00
C 5.56 0.69 -1.44
C 4.32 0.01 -1.96
H 5.87 5.23 -0.17
H 6.67 6.03 -1.52
H 7.44 3.30 -0.37
H 8.36 4.81 -0.24
H 8.16 4.01 -1.81
H 2.06 2.56 -2.06
H 2.10 2.35 -3.81
H 2.31 5.11 -2.53
H 0.75 4.38 -2.96
H 1.96 4.73 -4.21
H 5.54 0.76 -0.35
H 6.45 0.12 -1.71
H 3.41 0.50 -1.59
H 4.29 -1.03 -1.62
H 4.29 0.04 -3.05
O -4.27 -4.83 0.14
P -5.45 -5.68 -0.07
O -6.01 -6.31 1.27
C -6.51 -5.46 2.31
C -7.85 -4.83 1.97
O -4.93 -7.05 -0.74
C -3.58 -7.21 -1.17
C -2.73 -7.87 -0.09
O -6.76 -5.52 -0.93
C -6.77 -4.64 -2.08
C -5.84 -5.11 -3.18
H -5.77 -4.69 2.54
H -6.61 -6.09 3.19
H -7.76 -4.12 1.15
H -8.25 -4.30 2.83
H -8.56 -5.60 1.65
H -3.15 -6.26 -1.47
H -3.61 -7.84 -2.06
H -2.89 -7.39 0.87
H -1.68 -7.82 -0.35
H -3.01 -8.92 0.02
H -6.52 -3.63 -1.76
H -7.80 -4.63 -2.43
H -4.79 -5.03 -2.87
H -5.98 -4.51 -4.07
H -6.03 -6.16 -3.42
*
```

Atom charges from the Mulliken analysis, given in e for atoms 1 to 2: -0.53 0.15

---

Record 3
The following is a DFT calculation (the ωB97M-V functional and the def2-TZVPD basis) of 6 unconnected molecules or ions with the total composition C18H48FO5S2.

The value obtained for the maximum force is 0.0456 Eh/bohr. The LUMO energy is -0.1736 Eh. The frontier orbital gap is 6.898 eV. Its total energy is -54061.20272 eV.

Geometry as ORCA input:
```
! RIJCOSX wB97M-V def2-TZVPD def2/J DEFGRID3
* xyz 1 1
F 4.25 -0.87 0.47
S 3.95 -1.74 1.70
C 2.87 -3.06 1.16
C 1.65 -2.48 0.41
C 0.43 -2.36 1.34
S -0.04 -0.64 1.69
H 3.06 -0.97 2.42
H 3.45 -3.77 0.57
H 2.61 -3.55 2.10
H 1.41 -3.13 -0.41
H 1.93 -1.51 0.01
H 0.60 -2.83 2.30
H -0.41 -2.89 0.89
H 0.54 0.04 0.69
C 2.44 -0.62 7.16
C 3.06 -1.27 5.94
C 4.57 -1.12 5.93
O 2.50 -0.69 4.74
H 2.65 0.45 7.18
H 1.35 -0.74 7.15
H 2.82 -1.07 8.08
H 2.79 -2.33 5.91
H 4.85 -0.07 5.91
H 5.00 -1.59 5.04
H 5.02 -1.58 6.81
H 2.71 0.26 4.76
C -1.10 0.89 -3.24
C -2.13 0.31 -2.30
C -2.55 1.33 -1.25
O -1.62 -0.86 -1.66
H -0.19 1.17 -2.70
H -0.80 0.15 -3.99
H -1.48 1.77 -3.76
H -3.01 -0.01 -2.86
H -1.70 1.63 -0.64
H -3.29 0.90 -0.57
H -2.98 2.22 -1.71
H -0.84 -0.61 -1.15
C -4.57 4.39 -3.21
C -4.73 3.20 -4.15
C -4.24 3.52 -5.55
O -6.09 2.80 -4.19
H -5.15 5.24 -3.57
H -4.93 4.14 -2.21
H -3.52 4.70 -3.14
H -4.17 2.35 -3.75
H -4.81 4.34 -5.98
H -4.36 2.66 -6.21
H -3.18 3.81 -5.55
H -6.61 3.54 -4.53
C -4.60 -4.13 -1.89
C -3.41 -5.06 -1.73
C -3.07 -5.28 -0.26
O -2.28 -4.53 -2.42
H -4.37 -3.14 -1.47
H -4.83 -3.98 -2.95
H -5.49 -4.52 -1.39
H -3.63 -6.02 -2.20
H -2.80 -4.32 0.21
H -2.22 -5.95 -0.16
H -3.91 -5.70 0.28
H -2.07 -3.68 -2.03
C 4.69 3.74 -0.96
C 4.02 3.70 0.40
C 5.03 3.85 1.52
O 3.29 2.47 0.55
H 5.40 2.91 -1.06
H 3.95 3.63 -1.76
H 5.22 4.67 -1.12
H 3.28 4.50 0.46
H 5.75 3.03 1.50
H 4.53 3.82 2.49
H 5.57 4.79 1.44
H 3.93 1.75 0.49
*
```

Atom charges from the Mulliken analysis, given in e for atoms 1 to 2: -0.13 0.40

---

Record 4
The following is a DFT calculation (the ωB97M-V functional and the def2-TZVPD basis) of a molecular structure, C18H48FO6Zn.

The energy above the lowest of the compared OMol25 structures with the same formula, charge and spin comes out at 2.565 eV. The value obtained for the maximum force is 0.0605 Eh/bohr. The LUMO energy is -0.1643 Eh. The frontier orbital gap is 7.724 eV. Its total energy is -82860.04836 eV.

Geometry as ORCA input:
```
! RIJCOSX wB97M-V def2-TZVPD def2/J DEFGRID3
* xyz 1 1
Zn -0.29 -1.68 1.00
F 0.40 -0.33 -0.27
C -0.14 -3.59 -2.54
C -0.99 -2.41 -2.15
C -2.41 -2.40 -2.74
O -1.24 -2.50 -0.70
H -0.55 -4.60 -2.40
H 0.75 -3.68 -1.91
H 0.17 -3.44 -3.58
H -0.53 -1.44 -2.32
H -2.35 -2.62 -3.81
H -2.83 -1.39 -2.67
H -3.08 -3.08 -2.22
H -1.60 -3.39 -0.53
C 1.45 -1.97 4.35
C 0.54 -0.85 3.83
C 0.86 0.49 4.47
O 0.79 -0.68 2.40
H 2.45 -1.56 4.50
H 1.44 -2.83 3.68
H 1.13 -2.36 5.32
H -0.49 -1.18 4.00
H 1.05 0.43 5.54
H 0.13 1.28 4.30
H 1.80 0.90 4.08
H 1.68 -0.24 2.39
C 3.94 2.34 1.93
C 3.24 1.87 0.70
C 4.11 1.72 -0.53
O 2.70 0.55 1.01
H 3.21 2.58 2.70
H 4.50 3.25 1.72
H 4.62 1.62 2.39
H 2.36 2.48 0.43
H 5.11 1.40 -0.23
H 4.29 2.70 -0.98
H 3.65 1.06 -1.27
H 2.08 0.28 0.31
C -3.44 0.38 3.14
C -3.19 -0.63 2.00
C -4.35 -0.68 0.98
O -1.94 -0.41 1.38
H -3.38 1.35 2.65
H -2.64 0.35 3.88
H -4.36 0.14 3.67
H -3.23 -1.59 2.52
H -4.05 -1.17 0.06
H -4.86 0.27 0.82
H -5.16 -1.27 1.42
H -2.06 0.30 0.68
C 3.29 -0.75 -3.36
C 1.98 -0.77 -4.12
C 1.00 0.37 -3.84
O 2.31 -0.74 -5.50
H 3.80 0.21 -3.50
H 3.91 -1.57 -3.72
H 3.20 -0.78 -2.27
H 1.45 -1.70 -3.90
H 0.12 0.29 -4.49
H 1.37 1.39 -3.89
H 0.66 0.27 -2.80
H 1.80 -0.06 -5.96
C -3.32 2.81 -0.91
C -1.86 2.39 -0.95
C -1.10 2.85 0.27
O -1.85 0.94 -1.06
H -3.71 2.64 0.10
H -3.95 2.27 -1.60
H -3.39 3.88 -1.11
H -1.29 2.78 -1.80
H -0.03 2.68 0.13
H -1.46 2.31 1.16
H -1.30 3.89 0.55
H -0.93 0.66 -0.86
*
```

Atom charges from the Mulliken analysis, given in e for atoms 1 to 2: 0.31 0.07

---

Record 5
The following is a DFT calculation (the ωB97M-V functional and the def2-TZVPD basis) of 3 unconnected molecules or ions with the total composition C18H48N7O4P2.

The energy above the lowest of the compared OMol25 structures with the same formula, charge and spin comes out at 0.000 eV. The value obtained for the maximum force is 0.0932 Eh/bohr. The LUMO energy is 0.0906 Eh. The frontier orbital gap is 7.103 eV. Its total energy is -56644.12320 eV.

Geometry as ORCA input:
```
! RIJCOSX wB97M-V def2-TZVPD def2/J DEFGRID3
* xyz -1 1
N -3.37 -4.59 -3.24
C -1.94 -4.38 -3.51
C -1.62 -2.95 -3.97
C -0.11 -2.75 -4.22
C 0.50 -1.71 -3.28
C 1.27 -2.27 -2.08
C 1.52 -1.09 -1.12
O 0.78 -0.96 -0.12
O 2.44 -0.32 -1.48
H -3.59 -4.08 -2.40
H -3.90 -4.11 -3.96
H -1.61 -5.05 -4.31
H -1.36 -4.56 -2.61
H -2.20 -2.75 -4.87
H -1.92 -2.31 -3.14
H 0.41 -3.71 -4.19
H 0.02 -2.36 -5.23
H 1.21 -1.08 -3.83
H -0.28 -1.06 -2.89
H 2.24 -2.63 -2.41
H 0.72 -3.07 -1.59
O 4.64 2.30 4.26
P 4.30 0.88 3.93
N 4.47 0.03 5.42
C 5.73 -0.43 5.95
C 3.53 0.50 6.43
N 5.52 0.54 2.72
C 6.66 -0.31 2.96
C 5.92 1.70 1.94
N 3.17 -0.13 3.30
C 2.96 -1.52 3.67
C 2.48 0.30 2.07
H 5.55 -1.08 6.81
H 6.40 0.39 6.27
H 6.26 -1.05 5.24
H 2.54 0.08 6.27
H 3.44 1.59 6.44
H 3.86 0.19 7.43
H 7.32 0.06 3.76
H 7.26 -0.38 2.05
H 6.36 -1.34 3.20
H 6.68 2.32 2.45
H 5.07 2.34 1.72
H 6.33 1.37 0.98
H 3.89 -2.09 3.65
H 2.28 -1.96 2.94
H 2.50 -1.63 4.65
H 2.96 -0.09 1.18
H 2.48 1.40 2.00
H 1.44 -0.01 2.07
O -5.06 -0.15 -1.91
P -4.63 1.27 -1.94
N -3.03 1.28 -2.51
C -1.85 1.02 -1.68
C -2.92 0.76 -3.87
N -4.84 1.69 -0.25
C -3.73 1.91 0.66
C -5.88 0.92 0.42
N -5.00 2.80 -2.51
C -4.05 3.85 -2.76
C -6.40 3.19 -2.49
H -0.95 1.26 -2.25
H -1.78 -0.01 -1.33
H -1.82 1.68 -0.82
H -3.22 1.51 -4.61
H -3.55 -0.13 -4.01
H -1.89 0.48 -4.09
H -3.08 1.03 0.77
H -4.12 2.17 1.65
H -3.11 2.76 0.35
H -5.54 -0.06 0.76
H -6.74 0.77 -0.24
H -6.24 1.49 1.29
H -3.37 4.01 -1.92
H -4.59 4.78 -2.93
H -3.44 3.66 -3.65
H -6.65 3.75 -1.58
H -7.05 2.31 -2.53
H -6.65 3.81 -3.35
*
```

Atom charges from the Mulliken analysis, given in e for atoms 1 to 2: -0.72 -0.86

---

Record 6
The following is a DFT calculation (the ωB97M-V functional and the def2-TZVPD basis) of a molecular structure, C18H48O18P2S4.

The value obtained for the maximum force is 0.0577 Eh/bohr. The LUMO energy is 0.0107 Eh. The frontier orbital gap is 8.681 eV. Its total energy is -118215.87755 eV.

Geometry as ORCA input:
```
! RIJCOSX wB97M-V def2-TZVPD def2/J DEFGRID3
* xyz 0 1
C -3.37 1.38 -4.14
C -4.10 0.21 -3.50
O -4.23 0.30 -2.09
C -5.43 0.83 -1.66
O -5.51 2.25 -1.92
P -5.80 3.16 -0.67
O -6.70 2.60 0.27
O -6.44 4.49 -1.33
O -6.05 4.62 -2.69
O -4.50 3.73 0.02
P -3.01 2.91 -0.17
C -2.74 2.14 1.47
C -1.68 4.19 -0.35
C -0.87 3.77 -1.58
H -2.38 1.14 -4.46
H -3.35 2.23 -3.48
H -3.93 1.70 -5.01
H -5.06 0.08 -4.00
H -3.54 -0.69 -3.69
H -6.22 0.33 -2.20
H -5.51 0.60 -0.61
H -5.08 4.72 -2.68
H -2.21 2.76 2.16
H -2.25 1.21 1.26
H -3.73 1.90 1.83
H -2.08 5.18 -0.49
H -1.01 4.17 0.50
H -0.66 2.72 -1.50
H -1.48 3.93 -2.45
H 0.04 4.35 -1.66
O 0.33 -2.88 -3.46
S -0.39 -3.77 -4.31
O -1.69 -3.44 -4.79
O -0.43 -5.21 -3.64
C -0.91 -5.31 -2.28
C -2.43 -5.25 -2.20
C 0.63 -4.20 -5.69
H -0.45 -4.54 -1.67
H -0.56 -6.27 -1.92
H -2.80 -4.26 -2.48
H -2.76 -5.46 -1.19
H -2.88 -5.97 -2.89
H 1.60 -4.51 -5.32
H 0.71 -3.32 -6.31
H 0.15 -5.01 -6.24
O 0.53 1.68 1.98
S 1.58 1.28 2.87
O 1.31 0.39 3.95
O 2.28 2.59 3.43
C 1.44 3.60 4.03
C 1.01 3.24 5.44
C 2.94 0.68 1.94
H 0.58 3.79 3.39
H 2.04 4.51 4.05
H 0.33 2.39 5.45
H 0.51 4.09 5.90
H 1.88 2.98 6.04
H 3.17 1.39 1.15
H 2.65 -0.28 1.52
H 3.79 0.55 2.61
O 1.75 -8.60 -2.61
S 1.25 -9.38 -3.69
O 1.16 -10.80 -3.58
O 2.07 -9.02 -5.01
C 3.51 -9.08 -4.93
C 4.03 -10.50 -5.02
C -0.30 -8.74 -4.22
H 3.86 -8.58 -4.02
H 3.88 -8.50 -5.78
H 3.76 -11.08 -4.14
H 5.12 -10.50 -5.10
H 3.61 -11.01 -5.89
H -0.20 -7.67 -4.35
H -1.03 -8.97 -3.44
H -0.58 -9.23 -5.15
O 3.02 6.43 5.88
S 4.06 6.09 6.80
O 3.79 5.22 7.90
O 4.73 7.42 7.34
C 3.86 8.44 7.89
C 3.42 8.11 9.30
C 5.45 5.48 5.92
H 3.01 8.59 7.23
H 4.45 9.35 7.89
H 2.75 7.24 9.32
H 2.88 8.95 9.73
H 4.28 7.87 9.93
H 5.68 6.17 5.11
H 5.18 4.50 5.52
H 6.29 5.38 6.61
*
```

Atom charges from the Mulliken analysis, given in e for atoms 1 to 2: -0.79 -0.37